Entry 1:
This record from the OMol25 dataset describes a molecular structure, C54H114BeClN6O10 at a distorted geometry. The level of theory is ωB97M-V with the def2-TZVPD basis set.

The HOMO energy comes out at -0.3392 hartree. The orbital gap comes out at 1.8 eV.

```
! RIJCOSX wB97M-V def2-TZVPD def2/J DEFGRID3
* xyz 1 1
Be -0.4227 19.2717 5.3794
Cl 0.9159 17.5455 7.6160
O 1.4209 16.6871 8.6595
O 0.6352 16.8408 6.4159
O -0.2820 18.2580 7.9696
O 1.9986 18.4510 7.3250
C 6.6192 18.9329 6.7709
C 6.4889 18.2593 5.2852
C 7.8606 17.5243 4.9905
C 8.0283 16.3289 5.8883
C 6.9433 15.3700 5.4601
C 5.4560 15.9428 5.4700
N 5.3551 17.3864 5.1757
O 4.0745 17.9067 5.3799
C 4.7778 15.2444 4.2820
C 4.7467 15.4532 6.7596
C 6.2716 19.3378 4.2233
H 7.1745 19.8699 6.8131
H 7.1700 18.3359 7.4978
H 5.6414 19.0260 7.2433
H 7.7355 17.0979 3.9952
H 8.7004 18.2121 4.8918
H 8.1808 16.5826 6.9373
H 8.9491 15.7618 5.7518
H 7.0647 14.6333 6.2542
H 7.1081 14.7709 4.5646
H 5.3768 15.3409 3.3765
H 4.6049 14.1692 4.2349
H 3.8234 15.7061 4.0291
H 4.6719 14.3707 6.8635
H 5.0225 15.9335 7.6984
H 3.6867 15.6736 6.6331
H 7.1850 19.9243 4.1240
H 5.4961 20.0713 4.4441
H 6.0684 18.9015 3.2454
H 3.9132 17.9852 6.3230
C 0.3921 14.0164 11.6501
C 0.0665 15.1343 12.7123
C 1.1622 14.9779 13.8475
C 1.4745 16.2286 14.7112
C 1.8082 17.3136 13.7071
C 0.6176 17.5929 12.8027
N 0.1740 16.4253 12.0492
O -0.6746 16.7625 10.9997
C -0.5089 18.3164 13.6173
C 1.0866 18.6545 11.6720
C -1.3502 14.9075 13.2432
H 0.2084 12.9886 11.9631
H 1.4613 14.1059 11.4579
H -0.2340 14.1040 10.7621
H 0.7829 14.2380 14.5524
H 2.1270 14.6264 13.4819
H 2.2271 16.0507 15.4793
H 0.6267 16.5366 15.3232
H 2.4674 16.9753 12.9077
H 2.2203 18.1593 14.2576
H -1.3418 18.7059 13.0319
H -0.9377 17.6229 14.3406
H -0.1350 19.1898 14.1516
H 1.6027 19.5060 12.1156
H 1.6612 18.0184 10.9987
H 0.2475 18.9854 11.0600
H -1.4544 13.9120 13.6748
H -2.0205 14.9467 12.3846
H -1.4902 15.6302 14.0470
H -0.0487 16.5804 10.2949
C -7.1470 13.8791 9.0773
C -6.8116 15.1647 8.3854
C -7.0389 16.4734 9.1601
C -6.0470 16.7368 10.2889
C -4.6850 16.8457 9.7372
C -4.3011 15.5183 8.9230
N -5.3478 15.1547 7.9732
O -5.1051 14.2446 6.9419
C -2.9332 15.8903 8.1508
C -3.9280 14.4139 9.9166
C -7.7545 15.2790 7.1785
H -8.2090 13.6573 8.9723
H -6.9763 14.0130 10.1455
H -6.5469 13.0802 8.6418
H -7.0561 17.2643 8.4102
H -8.0440 16.3527 9.5642
H -6.1393 15.9449 11.0322
H -6.4084 17.6305 10.7976
H -3.9492 16.9079 10.5390
H -4.5251 17.7841 9.2062
H -2.3448 16.5425 8.7961
H -2.3319 15.0882 7.7228
H -3.0919 16.4626 7.2367
H -4.8260 13.8969 10.2548
H -3.4903 13.5182 9.4757
H -3.2700 14.7869 10.7015
H -8.7372 15.1815 7.6399
H -7.6507 14.2992 6.7122
H -7.5818 16.2097 6.6382
H -4.9119 14.8527 6.2246
C -1.3800 24.3784 6.7385
C -0.8277 23.6190 5.4690
C -0.2518 24.6277 4.4390
C 1.0849 25.0621 4.8460
C 1.9647 23.7443 4.9831
C 1.5047 22.7291 6.0336
N 0.0431 22.4692 5.7033
O -0.5049 21.4877 6.4490
C 2.2672 21.4101 6.0219
C 1.7043 23.3665 7.4567
C -2.1735 23.0750 4.7983
H -2.1416 25.1478 6.6117
H -0.7077 25.1296 7.1530
H -1.7199 23.7728 7.5787
H -0.2428 24.3363 3.3887
H -0.8520 25.5341 4.3604
H 0.8971 25.6276 5.7587
H 1.3679 25.8018 4.0971
H 2.9751 24.1474 5.0509
H 2.0013 23.2955 3.9905
H 1.8723 20.8354 5.1841
H 3.3193 21.4628 5.7422
H 2.1717 20.9134 6.9875
H 0.8807 24.0722 7.5650
H 1.6478 22.5682 8.1967
H 2.7057 23.7929 7.5161
H -2.6068 22.3623 5.5001
H -1.9365 22.5609 3.8668
H -2.9205 23.8366 4.5745
H -0.4255 21.9089 7.3080
C -3.7550 24.4796 12.1782
C -3.1822 23.0613 11.8199
C -3.9648 22.2360 12.8231
C -3.8569 20.8303 12.4069
C -4.3359 20.3974 11.0008
C -3.7661 21.2965 9.8653
N -3.5460 22.6696 10.3995
O -3.1047 23.6636 9.5652
C -2.3459 20.7433 9.4890
C -4.6515 21.3224 8.6684
C -1.6371 23.0335 11.9984
H -4.6957 24.4955 11.6278
H -3.1309 25.2776 11.7759
H -3.8896 24.7898 13.2144
H -3.5715 22.4045 13.8255
H -5.0294 22.4478 12.9218
H -4.4053 20.2031 13.1097
H -2.8054 20.5434 12.4003
H -5.4247 20.4137 10.9537
H -4.0406 19.3534 10.8958
H -1.7021 20.7930 10.3672
H -2.2264 19.6835 9.2639
H -1.7282 21.2949 8.7803
H -4.2557 21.8855 7.8232
H -4.7525 20.3051 8.2902
H -5.6408 21.6974 8.9305
H -1.2387 23.4959 12.9015
H -1.0533 23.4842 11.1959
H -1.1700 22.0495 12.0386
H -3.8447 23.7862 8.9661
C 2.1640 20.5488 1.4174
C 0.8062 19.9462 1.7882
C -0.0781 19.7078 0.4914
C 0.3998 18.5359 -0.2714
C 0.5042 17.2742 0.5937
C 1.2772 17.3947 1.8970
N 1.0676 18.6870 2.5727
O 1.5790 18.7574 3.8539
C 0.6380 16.2344 2.8599
C 2.7509 17.0971 1.6093
C 0.0622 20.9837 2.6212
H 2.7560 20.0057 0.6808
H 2.7500 20.6154 2.3341
H 2.0921 21.6114 1.1855
H -1.0817 19.7358 0.9160
H 0.0332 20.5713 -0.1642
H 1.3239 18.8145 -0.7779
H -0.3566 18.3433 -1.0323
H 0.9525 16.4952 -0.0230
H -0.4667 16.7844 0.6680
H 1.1408 16.1514 3.8235
H -0.3091 16.7317 3.0693
H 0.5447 15.3145 2.2825
H 3.3668 17.3856 2.4611
H 2.9743 16.0939 1.2465
H 3.2924 17.8277 1.0084
H -0.2637 21.8215 2.0047
H 0.6519 21.3754 3.4501
H -0.8640 20.5533 3.0022
H 2.4605 18.4097 3.7000
*
```

=====

Entry 2:
This record from the OMol25 dataset describes a molecular structure, C15H36NNbOPS2 at a distorted geometry. The level of theory is ωB97M-V with the def2-TZVPD basis set.

The HOMO energy comes out at -0.1476 hartree. The orbital gap comes out at 6.1 eV.

```
! RIJCOSX wB97M-V def2-TZVPD def2/J DEFGRID3
* xyz -1 1
C 4.3447 0.7929 1.9818
C 3.9609 2.0263 1.0949
N 4.7139 2.1380 -0.1708
C 4.7219 0.8912 -0.9604
C 6.2060 0.3704 -0.9752
C 4.1352 3.2447 -0.8849
S 4.7978 4.7563 -0.6164
S 2.7469 3.1049 -2.0605
C 1.1973 3.5730 -1.1897
C 0.5317 2.4479 -0.3171
C -0.6630 1.6880 -1.0542
Nb 0.2057 0.0782 -2.4481
P -0.3027 -1.8497 -0.8435
C -2.0731 -1.6247 -0.1757
C 0.9153 -1.8155 0.6210
C 0.4986 -0.8397 1.7736
H 5.1874 0.1917 1.6020
H 4.5412 1.0818 3.0290
H 3.4602 0.1157 1.9983
H 2.8557 2.0344 0.9863
H 4.2130 2.9356 1.6852
H 4.4748 1.0510 -2.0318
H 4.0120 0.1186 -0.6070
H 6.3295 -0.5002 -1.6536
H 6.5649 0.0664 0.0261
H 6.9005 1.1548 -1.3444
H 1.3938 4.5106 -0.6288
H 0.4739 3.8419 -1.9910
H 1.3050 1.6806 -0.1209
H 0.2100 2.9052 0.6432
H -1.2697 2.4401 -1.6101
H -1.2487 1.2282 -0.2219
H 1.9068 0.2275 -1.7815
H 0.9252 -1.0985 -3.6761
H -1.4392 -0.0319 -3.2223
H 0.6077 1.4585 -3.5621
H -2.4933 -0.6331 -0.4229
H -2.1135 -1.8828 0.9000
H -2.6753 -2.3906 -0.7036
H 1.0093 -2.8602 0.9941
H 1.9243 -1.5128 0.2693
H 0.9610 -1.1853 2.7241
H 0.8898 0.1655 1.5345
H -0.5911 -0.7784 1.9390
C -6.9247 -1.9333 1.6216
C -7.4430 -2.9321 0.6031
C -6.2661 -3.0430 -0.3510
O -5.0844 -2.8194 0.4253
C -5.4563 -2.3112 1.7101
H -7.4345 -1.9810 2.5843
H -7.0267 -0.9170 1.2307
H -7.6253 -3.8963 1.0870
H -8.3634 -2.6201 0.1088
H -6.3104 -2.2731 -1.1287
H -6.2057 -4.0202 -0.8334
H -5.2943 -3.1054 2.4479
H -4.8176 -1.4643 1.9660
*
```

=====

Entry 3:
This record from the OMol25 dataset describes 3 unconnected molecules or ions with the total composition C5H12O3 at a distorted geometry. The level of theory is ωB97M-V with the def2-TZVPD basis set.

The HOMO energy comes out at -0.3299 hartree. The orbital gap comes out at 6.4 eV.

```
! RIJCOSX wB97M-V def2-TZVPD def2/J DEFGRID3
* xyz 0 1
C -2.2918 0.2914 0.3737
C -2.8787 1.0447 1.3090
C 0.8910 -0.4188 0.2452
O 1.7788 -0.5307 -0.6836
C -0.4421 -1.2156 -0.2424
C -1.5213 -0.8788 0.5752
H -2.3893 0.6046 -0.6428
H -2.8422 0.7395 2.3451
H -3.5781 1.8149 1.0076
H 0.6416 0.6241 0.4797
H 1.2864 -0.8588 1.1543
H -0.5878 -0.8954 -1.2754
H -0.1801 -2.2659 -0.2431
H -1.4710 -1.2581 1.5968
H 3.3288 0.5457 0.1668
H 3.3984 1.4396 1.3983
O 3.9544 0.9309 0.8015
H 1.2218 0.1188 -3.5467
H 1.0941 -0.0295 -1.9874
O 0.5873 0.1973 -2.8319
*
```

=====

Entry 4:
This record from the OMol25 dataset describes 2 unconnected molecules or ions with the total composition C2H2NO4 at a distorted geometry. The level of theory is ωB97M-V with the def2-TZVPD basis set.

The HOMO energy (spin up / spin down) comes out at -0.0502 / -0.0971 hartree. The orbital gap (spin up / spin down) comes out at 5.3 / 6.6 eV.

```
! RIJCOSX wB97M-V def2-TZVPD def2/J DEFGRID3
* xyz -1 1
C 0.8089 -1.2432 -0.3916
C 0.5025 -0.2909 0.7067
N 2.7191 1.3504 0.0098
O 1.7353 0.9884 -0.5485
O 1.4970 -2.2314 -0.0715
O 0.9391 -0.2328 1.8164
O -0.6709 0.4444 0.4196
H 0.6672 -0.9026 -1.4240
H -1.1493 0.7563 1.2221
*
```

=====

Which formula does entry 1 have? C54H114BeClN6O10

=====

Which formula does entry 4 have? C2H2NO4